The following is a quantum chemistry calculation of a molecular structure, C40H44BrMoN3O6PS2 in a non-equilibrium geometry, from the Open Molecules 2025 dataset.

The geometry in XYZ format:
```
98
Properties=species:S:1:pos:R:3:forces:R:3
Mo -0.5241 0.1811 -0.2690 2.553 2.795 1.696
C 0.9953 2.2902 3.1815 -0.048 -0.046 0.078
C -0.1851 1.3573 3.4899 0.048 0.136 -0.269
C -0.2130 1.0375 4.9841 -0.068 0.021 0.082
P -0.1945 -0.1364 2.3533 0.259 -0.354 0.073
C -1.0630 -1.4216 3.3841 -0.346 0.009 -0.336
C -0.7740 -2.8808 3.0371 0.056 0.019 0.001
C -2.5753 -1.1557 3.3967 0.083 0.063 0.141
C 1.5037 -0.7307 2.2799 -0.013 0.043 0.031
C 2.2173 -1.1404 3.4097 -0.113 -0.053 0.078
C 3.5219 -1.5940 3.3280 0.096 -0.042 0.082
C 4.3070 -1.9704 4.5606 -0.047 0.038 -0.108
C 4.0915 -1.6655 2.0538 0.042 -0.020 -0.022
C 3.4025 -1.2752 0.9221 0.092 -0.060 -0.093
C 2.0968 -0.7764 1.0166 -0.095 0.267 -0.095
N 1.3980 -0.3243 -0.1284 0.046 -0.304 -0.555
C 2.2473 -0.0111 -1.2870 0.012 -0.227 0.272
C 3.0843 1.1099 -1.2140 -0.046 0.077 0.137
C 3.2101 1.9476 0.0314 0.142 -0.033 -0.143
C 3.8950 1.4219 -2.2990 0.038 0.064 -0.008
C 3.9118 0.6529 -3.4529 0.090 0.014 -0.010
C 4.7918 1.0080 -4.6239 -0.105 0.003 0.046
C 3.1150 -0.4822 -3.4771 -0.032 -0.057 -0.093
C 2.3018 -0.8441 -2.4087 -0.107 -0.183 -0.047
C 1.5877 -2.1679 -2.4822 0.012 0.021 0.008
H 0.9539 3.1496 3.8558 -0.008 -0.086 -0.011
H 0.9659 2.6628 2.1650 0.024 0.006 -0.063
H 1.9490 1.7825 3.3400 -0.023 0.011 0.016
H -1.1098 1.8873 3.2572 -0.039 0.035 -0.023
H 0.6621 0.4689 5.3058 -0.058 0.032 -0.017
H -1.1176 0.5155 5.2982 0.063 0.024 -0.010
H -0.1909 1.9886 5.5206 0.010 -0.049 0.005
H -0.6742 -1.2470 4.3848 0.075 0.005 0.046
H -1.2260 -3.1680 2.0878 -0.046 -0.004 0.107
H -1.2059 -3.5203 3.8122 0.015 0.057 -0.051
H 0.2969 -3.0894 2.9944 -0.058 -0.005 -0.018
H -3.0372 -1.5295 2.4817 0.017 0.018 0.054
H -2.8129 -0.0917 3.4798 -0.020 -0.048 0.020
H -3.0429 -1.6666 4.2416 0.034 -0.006 -0.050
H 1.7387 -1.1094 4.3851 0.039 -0.004 -0.101
H 3.6473 -2.1913 5.4008 0.025 0.000 -0.049
H 4.9639 -1.1501 4.8619 -0.027 -0.039 -0.017
H 4.9376 -2.8423 4.3786 -0.048 0.035 0.006
H 5.1066 -2.0371 1.9473 -0.081 0.025 -0.002
H 3.8774 -1.3430 -0.0496 -0.012 0.028 0.058
H 2.3205 1.9064 0.6403 -0.249 0.021 0.121
H 3.4065 2.9895 -0.2273 -0.011 -0.064 0.016
H 4.0478 1.5896 0.6418 -0.069 0.043 -0.051
H 4.5463 2.2899 -2.2261 -0.080 -0.066 -0.008
H 5.5314 1.7585 -4.3475 -0.009 -0.012 -0.007
H 4.1973 1.4097 -5.4479 0.015 -0.005 0.028
H 5.3168 0.1290 -4.9997 -0.006 0.015 0.011
H 3.1399 -1.1296 -4.3502 0.004 0.038 0.087
H 1.9089 -2.7130 -3.3692 0.006 0.007 0.025
H 0.5059 -2.0518 -2.5483 0.186 -0.071 0.012
H 1.8305 -2.7804 -1.6095 0.070 0.046 -0.130
O -3.0073 -0.4615 -3.0625 0.240 0.099 0.134
S -1.6229 -0.2805 -3.4312 -0.048 -0.112 0.204
O -1.0651 -1.2505 -4.3271 -0.048 0.007 -0.045
O -0.7159 -0.2427 -2.2039 -0.364 -0.114 -0.928
C -1.4381 1.3074 -4.2434 -0.151 0.221 -0.056
C -1.2677 1.1951 -5.6195 0.056 0.019 0.234
C -1.2116 2.3247 -6.4251 -0.023 0.073 -0.056
C -1.3151 3.5868 -5.8643 0.023 0.099 -0.108
C -1.4824 3.7209 -4.4974 0.077 0.116 0.057
C -1.5559 2.5989 -3.6741 -0.006 -0.379 -0.098
S -1.8628 2.9894 -1.9988 -0.328 -0.458 -0.324
O -2.3270 1.7211 -1.3562 0.018 0.325 0.148
O 0.2292 1.9024 -0.9655 -0.148 -0.754 0.393
O -0.1668 1.9400 0.3904 -0.216 0.138 0.032
H -1.1771 0.2048 -6.0452 -0.010 0.079 -0.011
H -1.1004 2.2131 -7.4966 0.030 -0.006 0.064
H -1.2769 4.4694 -6.4924 0.000 -0.069 0.061
H -1.5786 4.7081 -4.0507 0.020 -0.103 -0.071
Br -6.6210 4.1523 2.1854 -0.049 0.035 0.011
C -5.4303 2.8090 1.6235 0.003 0.015 0.043
C -5.9159 1.6656 1.0147 -0.011 -0.086 -0.016
C -5.0339 0.6830 0.5949 -0.079 -0.178 -0.119
C -3.6649 0.8385 0.7701 0.193 0.042 0.086
C -3.2018 1.9774 1.4105 0.171 0.040 0.020
C -4.0703 2.9671 1.8314 0.047 0.026 0.049
N -2.6933 -0.1348 0.3301 -0.557 0.632 -0.002
C -3.0741 -1.0959 -0.3950 -0.337 -0.887 -0.550
C -2.1240 -2.1869 -0.6492 -0.122 0.167 0.101
C -2.4865 -3.3761 -1.2108 -0.500 -0.404 -0.262
C -1.5872 -4.4390 -1.1714 -0.146 -0.054 -0.126
C -0.3770 -4.2561 -0.5471 0.106 -0.226 0.097
C -0.0501 -2.9930 -0.0844 0.347 0.060 0.040
N -0.8814 -1.9709 -0.1754 -0.572 -0.340 0.201
H -6.9788 1.5353 0.8649 0.020 0.009 0.006
H -5.4548 -0.1947 0.1229 -0.011 0.034 0.042
H -2.1396 2.1178 1.5313 0.042 0.042 -0.072
H -3.6929 3.8627 2.3085 -0.006 -0.055 -0.020
H -4.0915 -1.1830 -0.7500 -0.025 -0.260 -0.085
H -3.4673 -3.4650 -1.6627 0.068 -0.088 0.049
H -1.8389 -5.3976 -1.6056 -0.065 0.042 0.011
H 0.3266 -5.0702 -0.4345 0.015 0.075 -0.027
H 0.9077 -2.7892 0.3695 0.057 -0.001 -0.059
```
Forces are in eV/Å.

Values from the calculation:
energy above the lowest of the compared OMol25 structures with the same formula, charge and spin = 4.425 eV
E = -5946.04320 Ha
lowest unoccupied orbital energy (spin up / spin down) = -3.875 / -4.234 eV
largest force on an atom = 4.1 eV/Å
multiplicity = 3
net charge = +1
E_HOMO (spin up / spin down) = -10.063 / -10.395 eV

Mulliken atomic charge list, values in e, 5 entries: number 1, Mo, carries -1.400; number 2, C, carries -1.497; number 3, C, carries 0.900; number 4, C, carries -1.665; number 5, P, carries 2.973